[1]
DFT (the ωB97M-V functional and the def2-TZVPD basis) results for an isolated ion of composition C15H25N7S2 and charge +2 in a non-equilibrium geometry.

Positions of all 49 atoms, in Å:
S (-3.964, 5.136, -0.324)
N (1.559, -5.256, -0.721)
S (1.724, -5.720, -3.720)
C (-2.284, 5.415, -0.149)
C (2.250, -4.135, -0.997)
C (3.049, -4.847, -3.260)
C (-2.541, 4.059, 1.902)
C (-0.856, -1.282, 0.163)
C (0.590, 0.703, 1.384)
C (1.098, -0.623, 1.496)
C (-1.377, 0.022, 0.135)
C (0.370, -1.578, 0.808)
C (-0.633, 1.043, 0.749)
N (-1.418, 5.530, -1.202)
N (4.092, -4.669, -4.206)
N (3.235, -4.191, -2.010)
N (1.822, -2.983, -0.435)
N (-1.990, 2.770, 1.821)
N (-3.443, 4.257, 2.772)
C (-1.865, 5.267, 1.204)
C (2.363, -0.834, 2.243)
C (-2.651, 0.177, -0.686)
C (0.834, -2.970, 0.683)
C (-1.130, 2.457, 0.722)
H (1.694, -6.090, -1.291)
H (1.105, -5.715, -2.581)
H (-1.476, -2.112, -0.173)
H (1.117, 1.517, 1.980)
H (-0.463, 5.519, -1.169)
H (-1.824, 5.444, -2.123)
H (4.963, -4.303, -3.893)
H (4.045, -5.221, -5.005)
H (4.068, -3.547, -2.025)
H (2.463, -2.206, -0.542)
H (-2.310, 2.084, 2.470)
H (-3.909, 5.205, 2.879)
H (-3.662, 3.497, 3.450)
H (-2.117, 6.196, 1.776)
H (-0.850, 5.040, 1.211)
H (3.156, -0.921, 1.485)
H (2.562, 0.032, 2.940)
H (2.288, -1.744, 2.812)
H (-3.203, 1.146, -0.568)
H (-2.390, 0.271, -1.684)
H (-3.473, -0.524, -0.581)
H (0.018, -3.660, 0.405)
H (1.250, -3.395, 1.600)
H (-0.259, 3.085, 0.593)
H (-1.629, 2.653, -0.338)

Calculated values
Total charge ... +2

=====

[2]
DFT (the ωB97M-V functional and the def2-TZVPD basis) results for one molecule with the formula C15H25OP in a non-equilibrium geometry.

Positions of all 42 atoms, in Å:
C (-0.079, -4.463, -1.193)
C (0.822, -3.257, -0.960)
C (0.013, -1.975, -0.779)
C (0.902, -0.763, -0.540)
P (-0.137, 0.691, -0.090)
O (-0.999, 0.435, 1.070)
C (-1.029, 1.190, -1.639)
C (-2.479, 0.714, -1.630)
C (-3.370, 1.634, -0.802)
C (-4.810, 1.140, -0.766)
H (-5.430, 1.815, -0.180)
H (-5.222, 1.081, -1.772)
H (-4.859, 0.152, -0.316)
H (-3.341, 2.643, -1.224)
H (-2.973, 1.680, 0.213)
H (-2.857, 0.669, -2.656)
H (-2.526, -0.293, -1.209)
H (-0.996, 2.280, -1.719)
H (-0.485, 0.778, -2.490)
C (1.075, 2.068, 0.179)
C (2.005, 1.659, 1.273)
C (1.572, 1.668, 2.594)
C (2.411, 1.245, 3.609)
C (3.693, 0.810, 3.319)
C (4.132, 0.798, 2.006)
C (3.292, 1.216, 0.990)
H (3.639, 1.204, -0.034)
H (5.132, 0.460, 1.771)
H (4.348, 0.480, 4.112)
H (2.062, 1.253, 4.631)
H (0.571, 2.001, 2.818)
H (0.480, 2.937, 0.472)
H (1.610, 2.287, -0.746)
H (1.558, -0.942, 0.318)
H (1.521, -0.543, -1.410)
H (-0.603, -1.810, -1.668)
H (-0.658, -2.083, 0.077)
H (1.501, -3.140, -1.809)
H (1.432, -3.425, -0.070)
H (0.513, -5.367, -1.315)
H (-0.681, -4.324, -2.088)
H (-0.750, -4.603, -0.348)

Calculated values
Energy above the lowest of the compared OMol25 structures with the same formula, charge and spin ... 0.6 kcal per mole
SMILES ... CCCCP(=O)(CCCC)Cc1ccccc1

=====

[3]
DFT (the ωB97M-V functional and the def2-TZVPD basis) results for a 2-piece molecular cluster, C15H26F8O5P overall in a non-equilibrium geometry.

Positions of all 55 atoms, in Å:
C (5.188, -2.507, 2.110)
C (5.079, -0.985, 1.604)
C (4.178, -0.861, 0.278)
O (4.731, -0.580, -0.808)
O (2.796, -1.054, 0.453)
C (2.256, -2.014, -0.500)
C (0.771, -2.495, -0.060)
P (0.800, -3.603, 1.508)
C (0.250, -5.170, 0.494)
C (-1.052, -3.322, 1.907)
C (-1.325, -2.120, 2.969)
C (-2.009, -0.837, 2.274)
C (-0.941, 0.296, 1.856)
O (0.120, 0.396, 2.481)
O (-1.294, 1.099, 0.731)
H (6.092, -3.046, 1.676)
H (5.289, -2.466, 3.250)
H (4.247, -3.106, 1.888)
H (6.115, -0.541, 1.471)
H (4.499, -0.404, 2.409)
H (2.949, -2.901, -0.666)
H (2.126, -1.443, -1.493)
H (0.182, -1.535, 0.127)
H (0.333, -2.986, -0.993)
H (1.213, -2.421, 2.262)
H (2.220, -3.869, 1.238)
H (0.940, -4.399, 2.718)
H (-0.531, -4.903, -0.313)
H (-0.306, -5.891, 1.203)
H (1.169, -5.675, 0.050)
H (-1.410, -4.272, 2.456)
H (-1.735, -3.224, 0.994)
H (-2.107, -2.507, 3.724)
H (-0.406, -1.857, 3.585)
H (-2.502, -1.230, 1.310)
H (-2.752, -0.330, 2.970)
H (-1.928, 0.616, 0.160)
C (-1.079, 4.585, -3.251)
C (-1.159, 5.460, -1.982)
C (-1.548, 4.737, -0.695)
F (-2.783, 4.201, -0.763)
F (-1.569, 5.605, 0.349)
F (-1.986, 6.508, -2.220)
F (0.082, 5.998, -1.794)
O (-2.212, 4.618, -4.129)
C (-3.271, 3.725, -3.861)
C (-4.585, 4.454, -3.568)
F (-4.479, 5.243, -2.477)
F (-5.579, 3.569, -3.314)
F (-2.916, 2.873, -2.885)
F (-3.416, 2.975, -4.978)
H (-0.268, 5.005, -3.854)
H (-0.759, 3.563, -3.035)
H (-0.836, 3.943, -0.453)
H (-4.882, 5.081, -4.411)

Calculated values
Total charge ... -1

=====

[4]
DFT (the ωB97M-V functional and the def2-TZVPD basis) results for a 2-piece molecular cluster, C15H26N2O6 overall in a non-equilibrium geometry.

Positions of all 49 atoms, in Å:
O (5.126, 2.257, -2.236)
O (-5.133, -2.103, -2.106)
O (4.331, 3.198, 2.834)
O (-2.402, -2.196, 2.138)
O (2.084, 2.974, 2.872)
O (3.360, 2.646, -0.828)
C (3.922, 2.343, -2.019)
C (-4.420, -1.973, -1.123)
C (3.244, 3.383, 2.319)
C (-2.329, -2.811, 1.079)
C (3.321, 2.156, -4.440)
C (2.984, 2.088, -3.104)
N (-2.577, -4.124, 1.000)
N (-3.109, -2.195, -1.242)
C (-5.047, -1.574, 0.197)
C (-2.908, -4.969, 2.146)
C (0.951, -0.948, -0.232)
C (0.022, 1.090, 0.799)
C (4.113, 3.587, -0.052)
C (3.193, 4.172, 1.023)
C (-0.221, -0.404, 0.591)
C (-1.576, -0.612, -0.118)
C (-2.026, -2.086, -0.249)
H (2.342, 2.515, 3.686)
H (4.339, 2.378, -4.754)
H (2.584, 1.985, -5.219)
H (1.956, 1.890, -2.822)
H (-2.550, -4.550, 0.087)
H (-2.834, -2.431, -2.182)
H (-5.041, -2.423, 0.877)
H (-4.503, -0.743, 0.638)
H (-6.077, -1.271, 0.018)
H (-3.133, -5.984, 1.816)
H (-2.067, -4.993, 2.841)
H (-3.777, -4.560, 2.667)
H (0.950, -0.503, -1.227)
H (0.885, -2.031, -0.313)
H (1.891, -0.703, 0.265)
H (0.983, 1.236, 1.289)
H (-0.759, 1.505, 1.437)
H (0.027, 1.612, -0.157)
H (4.999, 3.111, 0.388)
H (4.469, 4.404, -0.692)
H (2.165, 4.212, 0.655)
H (3.507, 5.193, 1.250)
H (-0.223, -0.890, 1.565)
H (-1.509, -0.172, -1.114)
H (-2.339, -0.061, 0.432)
H (-1.187, -2.629, -0.680)

Calculated values
Energy above the lowest of the compared OMol25 structures with the same formula, charge and spin ... 44.1 kcal per mole
SMILES ... CNC(=O)[C@H](CC(C)C)NC(C)=O.C=CC(=O)OCCC(=O)O

=====

[5]
DFT (the ωB97M-V functional and the def2-TZVPD basis) results for C15H26NO2OsP as an isolated structure in a non-equilibrium geometry.

Positions of all 46 atoms, in Å:
C (0.598, 2.956, -2.094)
C (-0.657, 2.533, -1.667)
C (-0.776, 1.432, -0.821)
C (0.363, 0.727, -0.425)
C (1.624, 1.120, -0.889)
C (1.737, 2.261, -1.685)
C (-2.099, 1.039, -0.262)
C (-2.243, -0.470, -0.159)
N (-2.115, -1.067, -1.527)
Os (0.226, -0.588, 1.146)
C (2.816, 0.338, -0.470)
P (2.241, -1.118, 0.576)
H (-1.562, 3.064, -1.964)
H (2.736, 2.595, -1.968)
H (0.688, 3.829, -2.737)
H (3.529, 0.929, 0.121)
H (3.359, -0.051, -1.339)
H (-2.232, 1.448, 0.753)
H (-2.908, 1.456, -0.872)
H (-1.533, -1.054, 0.508)
C (3.599, -1.205, 1.757)
C (2.509, -2.478, -0.590)
H (-3.245, -0.765, 0.167)
C (-3.154, -0.557, -2.485)
C (-2.123, -2.555, -1.458)
H (1.092, -1.211, 2.420)
H (-3.292, -1.313, -3.265)
H (-4.100, -0.383, -1.954)
H (-2.790, 0.375, -2.923)
H (-2.342, -2.929, -2.460)
H (-1.143, -2.886, -1.105)
H (-2.894, -2.859, -0.742)
H (3.575, -2.564, -0.836)
H (2.162, -3.405, -0.121)
H (1.936, -2.305, -1.510)
H (4.498, -0.755, 1.321)
H (3.297, -0.658, 2.656)
H (3.759, -2.258, 2.011)
H (-1.236, -0.772, -1.985)
C (-0.747, 1.672, 4.443)
C (-0.328, 1.184, 3.075)
O (0.600, 1.725, 2.442)
O (-0.953, 0.123, 2.621)
H (0.104, 1.525, 5.116)
H (-1.623, 1.132, 4.796)
H (-0.955, 2.744, 4.381)

Calculated values
Energy above the lowest of the compared OMol25 structures with the same formula, charge and spin ... 0.0 kcal per mole
Multiplicity ... 5
Total charge ... +2

=====

[6]
DFT (the ωB97M-V functional and the def2-TZVPD basis) results for C15H27AuCl2N4O5P2 as an isolated structure in a non-equilibrium geometry.

Positions of all 56 atoms, in Å:
Au (9.189, 11.779, 9.747)
C (11.272, 6.520, 8.740)
N (11.357, 7.928, 8.430)
C (12.684, 8.483, 8.175)
P (10.064, 8.917, 8.488)
O (10.476, 10.097, 9.347)
O (9.015, 7.938, 9.281)
P (7.529, 8.397, 9.783)
O (7.067, 9.620, 9.041)
N (6.576, 6.998, 9.666)
C (5.814, 6.663, 8.456)
C (6.971, 5.825, 10.453)
N (7.629, 8.656, 11.432)
C (6.421, 9.145, 12.040)
C (8.853, 8.827, 12.162)
N (9.412, 9.271, 7.035)
C (8.484, 8.521, 6.227)
C (9.809, 10.545, 6.367)
H (12.182, 5.968, 8.450)
H (10.395, 6.110, 8.167)
H (11.111, 6.357, 9.832)
H (13.227, 7.816, 7.535)
H (13.307, 8.629, 9.091)
H (12.593, 9.426, 7.604)
H (5.766, 7.559, 7.825)
H (4.781, 6.376, 8.677)
H (6.257, 5.848, 7.848)
H (7.524, 6.190, 11.359)
H (7.546, 5.106, 9.873)
H (6.044, 5.336, 10.805)
H (5.651, 9.194, 11.289)
H (6.467, 10.199, 12.288)
H (6.021, 8.561, 12.913)
H (9.046, 7.907, 12.800)
H (8.732, 9.707, 12.848)
H (9.646, 8.957, 11.447)
H (8.115, 7.658, 6.770)
H (8.969, 8.148, 5.330)
H (7.624, 9.137, 5.866)
H (10.062, 11.313, 7.093)
H (8.919, 10.917, 5.777)
H (10.636, 10.399, 5.683)
Cl (9.371, 17.341, 14.666)
C (9.036, 15.868, 13.843)
C (8.852, 14.711, 14.628)
C (8.756, 13.501, 14.042)
Cl (8.657, 12.049, 14.970)
C (8.780, 13.329, 12.558)
O (8.824, 12.171, 12.093)
C (8.710, 14.594, 11.787)
C (8.481, 14.605, 10.401)
O (8.103, 13.512, 9.760)
C (8.866, 15.809, 12.461)
H (8.750, 14.925, 15.714)
H (8.374, 15.558, 9.867)
H (8.752, 16.706, 11.895)

Calculated values
Energy above the lowest of the compared OMol25 structures with the same formula, charge and spin ... 15.4 kcal per mole
Multiplicity ... 3
Total charge ... +2

=====

[7]
DFT (the ωB97M-V functional and the def2-TZVPD basis) results for a 7-piece molecular cluster, C15H27Cl9O8 overall in a non-equilibrium geometry.

Positions of all 59 atoms, in Å:
C (1.312, -40.260, -19.562)
Cl (0.308, -41.016, -18.314)
Cl (2.803, -41.151, -19.774)
Cl (1.643, -38.561, -19.142)
H (0.772, -40.330, -20.497)
C (6.280, -37.665, -18.417)
Cl (4.987, -38.105, -19.555)
Cl (6.429, -35.894, -18.384)
Cl (7.790, -38.389, -18.961)
H (5.999, -37.996, -17.427)
C (2.811, -36.577, -22.030)
Cl (2.314, -34.964, -21.562)
Cl (4.460, -36.542, -22.672)
Cl (1.666, -37.373, -23.119)
H (2.800, -37.251, -21.185)
C (-3.446, -29.368, -22.226)
O (-2.701, -30.438, -21.667)
C (-1.434, -30.552, -22.043)
O (-0.856, -29.902, -22.865)
O (-0.911, -31.558, -21.333)
C (0.482, -31.809, -21.539)
H (-3.101, -29.068, -23.213)
H (-3.379, -28.492, -21.578)
H (-4.487, -29.678, -22.268)
H (1.049, -30.925, -21.255)
H (0.640, -32.084, -22.582)
H (0.709, -32.659, -20.902)
C (7.273, -28.603, -21.460)
O (6.776, -29.915, -21.451)
C (5.535, -30.155, -21.056)
O (4.793, -29.356, -20.558)
O (5.272, -31.437, -21.320)
C (4.084, -31.950, -20.723)
H (6.944, -28.045, -20.578)
H (6.885, -28.033, -22.309)
H (8.357, -28.573, -21.481)
H (3.170, -31.420, -20.966)
H (4.206, -31.966, -19.639)
H (4.001, -32.969, -21.091)
C (7.268, -34.363, -22.251)
C (8.547, -35.066, -21.901)
O (8.930, -36.018, -22.537)
C (9.327, -34.623, -20.685)
H (7.251, -33.294, -22.468)
H (6.481, -34.491, -21.500)
H (6.859, -34.859, -23.135)
H (10.366, -34.912, -20.821)
H (8.914, -35.102, -19.798)
H (9.245, -33.538, -20.598)
C (-1.287, -35.678, -21.381)
C (-1.903, -34.753, -22.421)
O (-1.218, -34.287, -23.307)
C (-3.319, -34.367, -22.249)
H (-1.964, -36.514, -21.153)
H (-1.074, -35.297, -20.384)
H (-0.436, -36.182, -21.837)
H (-3.612, -34.375, -21.198)
H (-3.888, -35.170, -22.737)
H (-3.585, -33.417, -22.701)

Calculated values
SMILES ... COC(=O)OC.COC(=O)OC.ClC(Cl)Cl.ClC(Cl)Cl.ClC(Cl)Cl.CC(C)=O.CC(C)=O

=====

[8]
DFT (the ωB97M-V functional and the def2-TZVPD basis) results for C15H27CrF3N2O16S2 as an isolated structure in a non-equilibrium geometry.

Positions of all 66 atoms, in Å:
Cr (-0.411, 0.771, 0.014)
N (-0.128, 2.747, 0.070)
S (0.877, 3.814, 0.561)
O (0.618, 4.424, 1.838)
O (1.557, 4.614, -0.426)
F (2.088, 2.773, 0.867)
S (-1.169, 3.869, -0.730)
O (-0.814, 4.123, -2.091)
O (-1.760, 4.925, 0.048)
F (-2.298, 2.752, -0.850)
N (-3.332, 0.350, 0.840)
O (-2.121, 0.486, 1.242)
O (-4.259, 0.310, 1.651)
O (-3.534, 0.203, -0.387)
C (0.375, -4.635, 1.173)
C (-0.552, -4.174, 2.285)
O (-1.169, -3.043, 1.733)
C (-0.407, -2.567, 0.728)
O (-0.567, -1.531, 0.171)
O (0.569, -3.422, 0.418)
F (0.216, -3.764, 3.346)
H (-0.060, -5.386, 0.510)
H (1.314, -5.090, 1.479)
H (-1.340, -4.859, 2.591)
O (-1.035, 0.378, -2.138)
C (-1.780, 0.310, -3.087)
O (-2.141, -0.850, -3.618)
C (-1.777, -2.054, -2.979)
C (-2.871, -2.574, -2.055)
C (-2.369, 1.494, -3.836)
H (-0.812, -1.927, -2.478)
H (-1.525, -2.830, -3.706)
H (-2.877, -2.012, -1.115)
H (-2.554, -3.541, -1.649)
H (-3.873, -2.587, -2.470)
H (-1.704, 2.309, -3.555)
H (-3.398, 1.684, -3.555)
H (-2.227, 1.200, -4.875)
O (1.555, 0.239, -0.669)
C (2.518, 0.016, -1.380)
O (2.835, 0.604, -2.499)
C (1.953, 1.639, -2.997)
C (2.614, 2.993, -2.869)
C (3.491, -1.060, -1.013)
H (0.939, 1.565, -2.612)
H (1.910, 1.526, -4.085)
H (2.090, 3.726, -3.473)
H (3.665, 2.868, -3.129)
H (2.584, 3.284, -1.814)
H (2.974, -1.858, -0.487)
H (4.294, -0.615, -0.421)
H (3.993, -1.446, -1.898)
O (0.650, 0.241, 1.986)
C (1.377, -0.173, 2.867)
O (0.944, -0.650, 3.993)
C (-0.469, -0.615, 4.357)
C (-0.837, 0.671, 5.030)
C (2.873, -0.056, 2.747)
H (-0.527, -1.472, 5.031)
H (-1.057, -0.922, 3.493)
H (-1.812, 0.585, 5.511)
H (-0.911, 1.449, 4.266)
H (-0.149, 1.015, 5.800)
H (3.193, -1.085, 2.550)
H (3.275, 0.203, 3.728)
H (3.286, 0.637, 2.025)

Calculated values
Energy above the lowest of the compared OMol25 structures with the same formula, charge and spin ... 0.0 kcal per mole
Multiplicity ... 5

=====

[9]
DFT (the ωB97M-V functional and the def2-TZVPD basis) results for C15H27F3N2O7Ti as an isolated structure in a non-equilibrium geometry.

Positions of all 55 atoms, in Å:
Ti (0.545, 0.654, 0.784)
C (0.241, -2.093, -2.684)
C (-0.319, -1.170, -1.624)
O (0.125, 0.155, -1.648)
H (-0.150, -3.095, -2.506)
H (1.315, -2.033, -2.860)
H (-0.230, -1.681, -3.576)
H (0.031, -1.512, -0.650)
H (-1.388, -1.386, -1.603)
C (2.854, 3.713, 1.204)
C (2.882, 3.331, -0.291)
O (1.935, 2.329, -0.609)
H (1.819, 3.942, 1.460)
H (3.461, 4.615, 1.280)
H (3.192, 2.900, 1.847)
H (3.915, 3.009, -0.420)
H (2.717, 4.253, -0.847)
C (-3.820, -3.349, -3.040)
C (-4.062, -1.852, -2.656)
O (-4.000, -1.577, -1.286)
C (-4.091, -0.210, -0.923)
O (-4.547, 0.727, -1.635)
C (-3.597, 0.134, 0.531)
F (-3.669, -0.947, 1.336)
F (-2.336, 0.489, 0.550)
F (-4.315, 1.146, 0.990)
H (-4.497, -4.029, -2.524)
H (-2.836, -3.782, -2.859)
H (-4.128, -3.463, -4.079)
H (-5.048, -1.644, -3.070)
H (-3.388, -1.234, -3.249)
C (1.910, -2.976, 1.709)
O (3.258, -2.469, 1.610)
C (3.458, -1.233, 1.128)
O (2.587, -0.502, 0.643)
O (4.807, -1.065, 1.073)
C (5.443, 0.140, 0.520)
H (1.953, -3.853, 2.355)
H (1.597, -3.199, 0.689)
H (1.145, -2.281, 2.055)
H (6.520, -0.018, 0.578)
H (5.118, 0.972, 1.145)
H (5.115, 0.386, -0.490)
C (-1.431, -1.642, 4.772)
C (-0.783, -0.819, 3.773)
N (-0.286, -0.122, 2.990)
H (-1.516, -2.649, 4.365)
H (-2.403, -1.156, 4.857)
H (-0.867, -1.602, 5.704)
C (-0.704, 4.994, -1.096)
C (-0.845, 3.938, -0.104)
N (-0.896, 3.104, 0.706)
H (-1.532, 5.628, -1.413)
H (-0.442, 4.483, -2.022)
H (0.177, 5.603, -0.890)

Calculated values
Multiplicity ... 4
Total charge ... -1

=====

Total energy / eV: -48046.0675; -27298.6945; -57239.0734; -31242.5971; -33298.8913; -79490.5724; -145073.9476; -109975.1399; -64567.8806